CH2BrI | ωB97M-V/def2-TZVPD

```
5
Properties=species:S:1:pos:R:3:mulliken_charge:R:1
C -0.66 -0.36 0.00 -0.663
Br -2.21 0.52 0.81 -0.077
I -0.81 -2.47 -0.13 0.144
H 0.49 -0.04 0.88 0.271
H -0.50 0.28 -0.91 0.326
```

## Properties
HOMO level, eV: -9.795
E_LUMO, eV: -0.2
Multiplicity: 1
ΔE to the lowest compared entry with this formula, charge and spin, kcal/mol: 29.2
Kohn-Sham gap, eV: 9.561


C4H6LuO2 | ωB97M-V/def2-TZVPD

```
13
Properties=species:S:1:pos:R:3:mulliken_charge:R:1
H 0.90 -0.58 1.31 0.353
O 2.68 0.52 0.40 -0.220
C 1.41 0.48 0.63 -0.169
C 0.60 -0.38 -0.14 -0.350
C -0.82 -0.88 -0.11 -0.597
C -1.95 0.08 -0.06 0.335
O -1.81 1.30 -0.02 -0.355
Lu -0.10 2.39 -0.55 1.880
H 2.91 1.13 -0.32 0.363
H 1.11 -0.67 -1.08 0.408
H -0.96 -1.52 0.78 0.488
H -1.03 -1.55 -0.96 0.432
H -2.96 -0.33 0.13 0.432
```

## Properties
HOMO level, eV: -22.545
E_LUMO, eV: -16.0
Multiplicity: 1
Net charge: +3
Kohn-Sham gap, eV: 6.495


C31H27N5O2Pd | ωB97M-V/def2-TZVPD

```
66
Properties=species:S:1:pos:R:3:mulliken_charge:R:1
Pd 0.26 0.13 0.03 -0.440
C 0.16 -2.34 3.90 -1.401
C 0.08 -1.92 2.47 0.362
N -0.06 -0.66 2.14 0.788
N -0.28 0.25 3.06 -0.878
C -0.71 1.40 2.55 0.183
O -0.99 1.56 1.31 -0.391
C -0.86 2.51 3.51 0.551
C -1.04 3.81 3.02 -0.288
C -1.04 4.88 3.89 -0.785
C -0.88 4.68 5.25 -0.381
C -0.73 3.38 5.74 -0.738
C -0.71 2.31 4.88 -0.229
C 0.02 -2.84 1.38 0.510
C 0.05 -4.24 1.57 -0.894
C -0.17 -5.08 0.50 -0.414
C -0.41 -4.53 -0.76 -1.566
C -0.39 -3.15 -0.87 -0.380
N -0.16 -2.33 0.14 0.858
H 0.04 -1.48 4.55 0.266
H 1.14 -2.79 4.11 0.328
H -0.60 -3.08 4.14 0.358
H -1.16 3.96 1.96 0.278
H -1.15 5.89 3.50 0.395
H -0.88 5.51 5.94 0.397
H -0.61 3.22 6.81 0.403
H -0.59 1.30 5.25 0.425
H 0.22 -4.62 2.56 0.445
H -0.18 -6.15 0.63 0.434
H -0.59 -5.15 -1.63 0.448
H -0.57 -2.68 -1.84 0.889
N 1.52 -0.76 -1.76 -0.197
C 2.90 -0.47 -1.89 0.547
C 3.81 -1.51 -2.04 -0.783
C 5.16 -1.24 -2.18 -0.706
C 5.60 0.08 -2.17 -0.740
C 4.69 1.11 -2.01 -0.775
C 3.33 0.85 -1.86 0.988
C 2.38 1.96 -1.63 0.931
C 2.61 3.18 -2.27 -0.763
C 1.87 4.31 -1.99 -0.813
C 0.88 4.26 -1.02 -0.859
C 0.59 3.05 -0.41 0.646
C 1.30 1.91 -0.74 0.149
H 1.32 -1.74 -1.89 0.170
H 0.92 -0.18 -2.34 0.313
H 3.46 -2.53 -2.05 0.408
H 5.87 -2.05 -2.30 0.401
H 6.65 0.30 -2.27 0.403
H 5.05 2.13 -1.97 0.521
H 3.39 3.23 -3.03 0.571
H 2.06 5.23 -2.53 0.398
H 0.32 5.14 -0.75 0.468
H -0.19 3.02 0.34 -0.027
O -1.32 -0.01 -1.55 -0.480
N -2.53 0.30 -1.13 0.315
C -2.87 1.59 -0.95 0.016
C -4.15 1.93 -0.57 -0.799
C -5.10 0.94 -0.38 -0.250
C -4.72 -0.39 -0.55 -0.759
C -3.43 -0.68 -0.92 -0.074
H -2.08 2.30 -1.12 0.510
H -4.40 2.97 -0.44 0.444
H -6.12 1.19 -0.11 0.419
H -5.42 -1.20 -0.41 0.427
H -3.06 -1.68 -1.08 0.447
```

## Properties
HOMO level (alpha / beta), eV: -10.291 / -10.265
E_LUMO (alpha / beta), eV: -4.5 / -4.4
Multiplicity: 2
Net charge: +1
ΔE to the lowest compared entry with this formula, charge and spin, kcal/mol: 30.5
⟨S²⟩: 0.80
Kohn-Sham gap (alpha / beta), eV: 5.833 / 5.894


C39H81N3O42 | ωB97M-V/def2-TZVPD

```
165
Properties=species:S:1:pos:R:3:mulliken_charge:R:1
C 15.97 -4.37 -10.95 -0.413
O 16.52 -5.66 -10.64 -0.081
C 15.78 -6.77 -10.66 0.718
O 14.57 -6.88 -11.01 -0.621
O 16.38 -7.77 -10.01 -0.356
C 17.65 -7.79 -9.46 -0.391
H 16.81 -3.73 -11.21 -0.145
H 15.33 -3.84 -10.25 0.360
H 15.31 -4.48 -11.81 0.331
H 18.38 -7.67 -10.26 0.114
H 17.80 -8.79 -9.04 0.240
H 17.79 -7.04 -8.69 0.228
C 14.52 0.20 -16.17 -0.840
O 13.69 1.32 -16.48 0.041
C 12.55 1.46 -15.87 0.562
O 12.22 0.89 -14.80 -0.612
O 11.77 2.25 -16.59 -0.275
C 10.59 2.67 -16.01 -0.683
H 14.64 0.00 -15.11 0.519
H 15.54 0.48 -16.45 0.111
H 14.21 -0.74 -16.63 0.261
H 9.97 3.26 -16.69 0.234
H 10.86 3.22 -15.11 0.291
H 10.01 1.77 -15.83 0.300
C 22.51 1.37 -20.62 -0.380
O 21.45 0.56 -21.10 -0.359
C 21.06 -0.57 -20.47 0.781
O 21.56 -1.12 -19.48 -0.543
O 19.98 -0.99 -21.08 -0.359
C 19.40 -2.25 -20.78 -0.261
H 22.48 2.28 -21.21 0.262
H 23.47 0.87 -20.82 0.308
H 22.37 1.52 -19.55 0.027
H 20.13 -3.04 -20.91 0.347
H 18.55 -2.36 -21.45 0.280
H 19.07 -2.25 -19.74 -0.053
C 21.36 0.11 -13.53 1.944
O 21.99 0.68 -12.39 -0.275
C 21.51 1.74 -11.77 0.554
O 20.51 2.37 -11.98 -0.539
O 22.48 2.02 -10.84 -0.342
C 22.18 2.98 -9.84 -0.731
H 20.34 0.47 -13.68 -0.559
H 21.27 -0.94 -13.25 -0.627
H 21.99 0.30 -14.41 -0.215
H 21.25 3.53 -10.01 0.315
H 23.07 3.60 -9.92 0.296
H 22.19 2.55 -8.84 0.286
C 11.81 -1.34 -19.88 -0.794
O 13.26 -1.46 -19.83 -0.262
C 14.04 -1.36 -20.82 0.764
O 13.66 -1.05 -22.00 -0.674
O 15.27 -1.67 -20.46 -0.365
C 15.66 -2.22 -19.16 -0.097
H 11.26 -1.06 -18.98 0.231
H 11.32 -2.30 -20.02 0.324
H 11.50 -0.67 -20.68 0.381
H 14.91 -2.95 -18.86 0.442
H 15.71 -1.46 -18.38 -0.116
H 16.57 -2.80 -19.03 0.179
C 22.89 4.81 -13.52 -0.534
O 23.46 4.33 -14.70 -0.386
C 22.89 3.31 -15.40 0.715
O 21.71 2.82 -15.32 -0.428
O 23.84 2.74 -16.15 -0.407
C 23.55 1.44 -16.74 -0.050
H 23.51 5.68 -13.30 0.331
H 23.00 4.15 -12.66 0.154
H 21.85 5.11 -13.67 0.280
H 24.37 1.25 -17.43 0.403
H 22.56 1.40 -17.19 0.133
H 23.61 0.68 -15.96 -0.189
C 19.19 -8.41 -13.72 -0.605
O 17.89 -8.02 -14.21 -0.402
C 17.66 -6.73 -14.60 0.757
O 18.51 -5.89 -14.88 -0.389
O 16.36 -6.59 -14.75 -0.397
C 15.78 -5.32 -14.89 -0.155
H 19.95 -7.68 -14.02 0.258
H 19.52 -9.34 -14.20 0.305
H 19.22 -8.51 -12.64 0.195
H 16.04 -4.80 -15.81 0.231
H 16.14 -4.67 -14.09 -0.137
H 14.69 -5.27 -14.94 0.384
C 14.25 3.20 -18.97 -0.717
O 15.46 2.43 -19.19 -0.260
C 16.54 2.76 -18.52 0.691
O 16.71 3.76 -17.88 -0.639
O 17.49 1.80 -18.66 -0.209
C 17.44 0.56 -19.36 0.019
H 14.41 4.20 -19.35 0.352
H 13.86 3.14 -17.95 0.254
H 13.46 2.74 -19.55 0.266
H 18.29 0.43 -20.02 0.072
H 16.49 0.43 -19.89 0.369
H 17.63 -0.28 -18.70 -0.134
C 16.91 -1.79 -13.84 -0.274
O 18.21 -1.89 -14.32 0.873
C 18.53 -1.79 -15.63 -0.128
O 17.69 -1.79 -16.58 -0.576
O 19.84 -1.86 -15.72 0.139
C 20.63 -1.79 -16.95 -0.246
H 16.64 -0.74 -13.91 -0.033
H 16.81 -2.21 -12.84 -0.561
H 16.24 -2.33 -14.50 0.371
H 21.57 -1.23 -16.93 0.090
H 20.03 -1.22 -17.66 0.054
H 20.81 -2.75 -17.43 0.251
C 20.03 -4.02 -12.12 0.077
O 21.12 -3.48 -11.49 -0.301
C 22.22 -3.18 -12.24 0.783
O 22.34 -3.37 -13.45 -0.531
O 23.18 -2.68 -11.40 -0.351
C 24.29 -1.98 -11.87 -0.437
H 19.43 -3.16 -12.43 -0.404
H 19.45 -4.62 -11.43 0.087
H 20.25 -4.66 -12.98 0.388
H 24.72 -1.52 -10.98 0.289
H 24.06 -1.15 -12.54 0.089
H 25.07 -2.56 -12.36 0.283
C 24.70 -2.15 -15.99 -0.468
O 25.69 -1.22 -15.57 -0.140
C 27.06 -1.46 -15.69 0.603
O 27.78 -0.53 -15.52 -0.548
O 27.47 -2.71 -15.90 -0.326
C 28.89 -2.90 -15.91 -0.776
H 24.79 -2.56 -17.00 0.397
H 23.72 -1.73 -15.80 -0.041
H 24.81 -2.99 -15.31 0.360
H 29.17 -3.58 -16.71 0.281
H 29.32 -3.27 -14.98 0.294
H 29.54 -2.04 -16.05 0.345
C 18.74 -0.65 -10.82 -0.597
O 19.14 -1.27 -9.63 -0.234
C 18.31 -1.93 -8.90 0.898
O 17.12 -2.22 -9.20 -0.634
O 18.96 -2.29 -7.76 -0.318
C 18.43 -2.82 -6.61 -0.633
H 17.66 -0.63 -10.99 0.435
H 19.22 -1.16 -11.65 0.079
H 19.04 0.39 -10.97 0.228
H 17.70 -2.14 -6.18 0.303
H 19.23 -3.13 -5.94 0.238
H 17.87 -3.72 -6.85 0.259
C 11.28 -2.04 -12.67 -0.773
N 12.74 -2.33 -12.33 0.887
O 13.65 -2.05 -13.12 -0.474
O 12.97 -2.91 -11.28 -0.498
H 10.73 -2.97 -12.70 0.304
H 11.25 -1.36 -13.52 0.272
H 10.90 -1.59 -11.75 0.312
C 20.95 -6.23 -17.69 -0.770
N 19.87 -5.63 -18.46 0.760
O 18.94 -6.39 -18.82 -0.528
O 19.88 -4.42 -18.63 -0.297
H 21.82 -5.58 -17.76 0.263
H 21.25 -7.11 -18.25 0.364
H 20.63 -6.30 -16.65 0.190
C 18.37 2.53 -14.55 0.038
N 17.61 2.46 -13.30 1.047
O 17.52 1.40 -12.68 -0.276
O 16.88 3.38 -13.07 -0.115
H 18.75 1.50 -14.58 -0.512
H 19.08 3.35 -14.43 0.288
H 17.65 2.66 -15.35 0.385
```

## Properties
HOMO level (alpha / beta), eV: -11.843 / -11.843
E_LUMO (alpha / beta), eV: -6.5 / -10.0
Multiplicity: 2
Net charge: +1
⟨S²⟩: 0.76
Kohn-Sham gap (alpha / beta), eV: 5.373 / 1.833